Entry 1:
Molecular formula: C23H38BrF10IN5O5PS
Method: DFT, ωB97M-V/def2-TZVPD

Calculated values
- net charge = +1
- frontier orbital gap (spin up / spin down) (eV) = 7.26 / 8.15
- 2S+1 = 2
- expectation value of S² = 0.754
- LUMO energy (spin up / spin down) (eV) = -3.185 / -3.185

Each atom is followed by the atoms it is bonded to, with distances in Å.
CARTESIAN COORDINATES (ANGSTROEM)
1 C 1.758 0.934 -3.773  C2 1.519, H37 1.083, H38 1.080, H39 1.080
2 C 1.175 0.426 -2.466  C1 1.519, F3 1.391, C4 1.521, H40 1.085
3 F 2.197 0.121 -1.574  C2 1.391
4 C 0.224 -0.749 -2.635  C2 1.521, N5 1.463, H41 1.079, H42 1.080
5 N 0.115 -1.513 -1.392  C4 1.463, C6 1.455, C11 1.298
6 C -1.017 -1.203 -0.532  N5 1.455, C7 1.535, H43 1.084, H44 1.079
7 C -2.127 -2.257 -0.634  C6 1.535, O8 1.407, C9 1.516, H45 1.087
8 O -2.238 -2.680 -1.971  C7 1.407, H46 0.954
9 C -3.417 -1.696 -0.068  C7 1.516, N10 1.490, H47 1.082, H48 1.087
10 N -3.560 -2.033 1.377  C9 1.490, H49 1.014, H50 1.011
11 C 1.004 -2.409 -1.091  N5 1.298, N12 1.379, N36 1.371
12 N 2.026 -2.638 -1.988  C11 1.379, C13 1.468, H51 1.017
13 C 2.539 -4.002 -1.807  N12 1.468, I14 2.132, C15 1.519, H52 1.080
14 I 4.009 -4.453 -3.283  C13 2.132
15 C 3.124 -4.079 -0.406  C13 1.519, C16 1.522, H53 1.085, H54 1.077
16 C 1.912 -4.054 0.515  C15 1.522, P17 1.940, S20 1.821, N36 1.491
17 P 1.203 -5.858 0.595  C16 1.940, O18 1.623, Br19 2.234
18 O 2.171 -6.617 -0.464  P17 1.623, H55 0.963
19 Br -0.674 -5.696 -0.605  P17 2.234
20 S 2.565 -3.541 2.135  C16 1.821, O21 1.426, O22 1.434, C23 1.878
21 O 3.546 -4.488 2.552  S20 1.426
22 O 3.060 -2.212 1.920  S20 1.434
23 C 1.227 -3.301 3.430  S20 1.878, F24 1.345, F25 1.354, C26 1.547
24 F 1.859 -3.313 4.618  C23 1.345
25 F 0.744 -2.055 3.210  C23 1.354
26 C 0.004 -4.247 3.490  C23 1.547, F27 1.350, F28 1.357, C29 1.563
27 F -0.657 -4.205 2.314  C26 1.350
28 F -0.822 -3.700 4.416  C26 1.357
29 C 0.268 -5.714 3.959  C26 1.563, F30 1.337, F31 1.347, C32 1.561
30 F 1.540 -6.078 3.762  C29 1.337
31 F -0.524 -6.515 3.220  C29 1.347
32 C -0.097 -5.993 5.450  C29 1.561, F33 1.346, F34 1.351, F35 1.334
33 F 0.469 -5.080 6.262  C32 1.346
34 F 0.428 -7.203 5.741  C32 1.351
35 F -1.419 -6.048 5.622  C32 1.334
36 N 0.859 -3.087 0.092  C11 1.371, C16 1.491, H56 1.014
37 H 2.819 0.718 -3.756  C1 1.083
38 H 1.684 2.011 -3.776  C1 1.080
39 H 1.317 0.501 -4.659  C1 1.080
40 H 0.611 1.236 -2.015  C2 1.085
41 H -0.754 -0.333 -2.825  C4 1.079
42 H 0.456 -1.385 -3.477  C4 1.080
43 H -0.733 -1.100 0.510  C6 1.084
44 H -1.436 -0.250 -0.815  C6 1.079
45 H -1.834 -3.107 -0.024  C7 1.087
46 H -2.260 -3.634 -1.994  O8 0.954
47 H -4.265 -2.087 -0.614  C9 1.082
48 H -3.455 -0.616 -0.182  C9 1.087
49 H -2.641 -2.287 1.724  N10 1.014
50 H -3.769 -1.179 1.875  N10 1.011
51 H 2.786 -1.979 -1.843  N12 1.017
52 H 1.736 -4.710 -1.953  C13 1.080
53 H 3.725 -3.186 -0.275  C15 1.085
54 H 3.784 -4.914 -0.239  C15 1.077
55 H 2.633 -7.298 0.035  O18 0.963
56 H 0.700 -2.424 0.841  N36 1.014
57 C 1.155 5.751 0.265  C58 1.549, H68 1.090, H69 1.090, H70 1.084
58 C 0.361 5.800 -1.064  C57 1.549, C59 1.531, N63 1.500, C67 1.524
59 C -0.283 7.174 -1.267  C58 1.531, C60 1.525, H71 1.095, H72 1.091
60 C -1.503 7.418 -0.385  C59 1.525, C61 1.526, H73 1.094, H74 1.091
61 C -2.524 6.300 -0.578  C60 1.526, C62 1.528, H75 1.092, H76 1.094
62 C -1.931 4.913 -0.332  C61 1.528, N63 1.499, C65 1.542, C66 1.525
63 N -0.671 4.713 -1.119  C58 1.500, C62 1.499, O64 1.293
64 O -0.980 4.472 -2.351  N63 1.293
65 C -1.698 4.731 1.182  C62 1.542, H77 1.092, H78 1.089, H79 1.087
66 C -2.948 3.843 -0.714  C62 1.525, H80 1.088, H81 1.089, H82 1.093
67 C 1.414 5.606 -2.150  C58 1.524, H83 1.092, H84 1.090, H85 1.089
68 H 2.054 5.143 0.155  C57 1.090
69 H 1.467 6.750 0.569  C57 1.090
70 H 0.615 5.313 1.097  C57 1.084
71 H -0.587 7.276 -2.313  C59 1.095
72 H 0.465 7.947 -1.091  C59 1.091
73 H -1.205 7.502 0.664  C60 1.094
74 H -1.958 8.373 -0.650  C60 1.091
75 H -3.373 6.447 0.092  C61 1.092
76 H -2.919 6.354 -1.597  C61 1.094
77 H -1.109 3.833 1.383  C65 1.092
78 H -2.655 4.615 1.689  C65 1.089
79 H -1.212 5.580 1.654  C65 1.087
80 H -3.289 3.942 -1.742  C66 1.088
81 H -3.821 3.925 -0.070  C66 1.089
82 H -2.525 2.842 -0.585  C66 1.093
83 H 1.872 4.617 -2.089  C67 1.092
84 H 2.203 6.348 -2.027  C67 1.090
85 H 1.010 5.732 -3.153  C67 1.089

---

Entry 2:
Molecular formula: C2H3NS3
Method: DFT, ωB97M-V/def2-TZVPD

Calculated values
- net charge = 0
- frontier orbital gap (eV) = 8.21
- structure (SMILES) = S=CS/C=N/S
- relative energy (zero: lowest compared OMol25 entry of this formula, charge and spin) (kJ/mol) = 191.07
- LUMO energy (eV) = -0.414

Each atom is followed by the atoms it is bonded to, with distances in Å.
CARTESIAN COORDINATES (ANGSTROEM)
1 S -3.384 -0.619 -0.005  C2 1.538
2 C -1.865 -0.388 -0.053  S1 1.538, S3 1.803, H7 1.096
3 S -1.197 1.285 -0.120  C2 1.803, C4 1.768
4 C 0.548 1.054 0.047  S3 1.768, N5 1.237, H8 1.195
5 N 1.063 -0.045 -0.188  C4 1.237, S6 1.597
6 S 2.604 -0.433 -0.033  N5 1.597, H9 1.394
7 H -1.066 -1.105 -0.273  C2 1.096
8 H 0.948 2.052 0.570  C4 1.195
9 H 2.347 -1.801 0.053  S6 1.394

---

Entry 3:
Molecular formula: C11H12Si
Method: DFT, ωB97M-V/def2-TZVPD

Calculated values
- net charge = 0
- frontier orbital gap (eV) = 10.95
- structure (SMILES) = C#C[Si](C#C)(C#C)C1CCCC1
- relative energy (zero: lowest compared OMol25 entry of this formula, charge and spin) (kJ/mol) = 306.34
- LUMO energy (eV) = 0.879

Each atom is followed by the atoms it is bonded to, with distances in Å.
CARTESIAN COORDINATES (ANGSTROEM)
1 C -2.835 -2.742 -0.989  C2 1.220, H13 1.047
2 C -2.340 -1.672 -0.673  C1 1.220, Si3 1.895
3 Si -1.510 -0.050 -0.153  C2 1.895, C4 1.816, C6 1.883, C8 1.918
4 C -1.632 0.010 1.658  Si3 1.816, C5 1.205
5 C -1.649 -0.026 2.863  C4 1.205, H14 1.123
6 C -2.334 1.597 -0.550  Si3 1.883, C7 1.211
7 C -2.856 2.635 -0.891  C6 1.211, H15 1.069
8 C 0.358 -0.023 -0.587  Si3 1.918, C9 1.552, C12 1.521, H16 1.073
9 C 1.138 1.241 -0.137  C8 1.552, C10 1.544, H17 1.016, H18 1.091
10 C 2.581 0.720 0.041  C9 1.544, C11 1.536, H19 1.077, H20 1.091
11 C 2.513 -0.791 -0.227  C10 1.536, C12 1.463, H21 1.143, H22 1.190
12 C 1.128 -1.160 0.066  C8 1.521, C11 1.463, H23 1.182, H24 1.114
13 H -3.395 -3.471 -1.490  C1 1.047
14 H -1.614 0.271 3.945  C5 1.123
15 H -3.325 3.507 -1.295  C7 1.069
16 H 0.464 -0.097 -1.652  C8 1.073
17 H 0.697 1.458 0.752  C9 1.016
18 H 1.096 2.092 -0.819  C9 1.091
19 H 2.689 1.033 1.066  C10 1.077
20 H 3.191 1.156 -0.751  C10 1.091
21 H 2.788 -0.934 -1.327  C11 1.143
22 H 3.216 -1.524 0.392  C11 1.190
23 H 0.664 -2.137 -0.409  C12 1.182
24 H 0.969 -1.093 1.167  C12 1.114

---

Entry 4:
Molecular formula: H26O13
Method: DFT, ωB97M-V/def2-TZVPD

Calculated values
- net charge = 0
- frontier orbital gap (eV) = 9.56
- relative energy (zero: lowest compared OMol25 entry of this formula, charge and spin) (kJ/mol) = 640.77
- LUMO energy (eV) = -0.493

Each atom is followed by the atoms it is bonded to, with distances in Å.
CARTESIAN COORDINATES (ANGSTROEM)
1 H -0.155 0.267 -0.830  O27 0.964
2 H 0.683 -0.271 0.318  O27 0.964
3 H 0.905 -0.871 3.927  O28 0.964
4 H 0.596 -0.049 2.686  O28 0.964
5 H 2.869 1.266 -0.662  O29 0.964
6 H 4.201 0.649 -1.054  O29 0.964
7 H -0.654 3.582 0.780  O30 0.964
8 H -1.973 3.974 1.425  O30 0.964
9 H -1.742 -1.654 0.147  O31 0.964
10 H -1.371 -3.014 -0.421  O31 0.964
11 H -4.210 -1.257 -0.499  O32 0.964
12 H -4.984 -0.633 -1.649  O32 0.964
13 H -1.681 2.282 0.957  O33 0.964
14 H -1.557 0.788 1.209  O33 0.964
15 H 3.751 1.909 -3.042  O34 0.964
16 H 5.137 1.457 -3.469  O34 0.964
17 H 3.319 -0.353 1.047  O35 0.964
18 H 3.342 -0.974 2.433  O35 0.964
19 H -2.373 -0.534 -2.353  O36 0.964
20 H -2.934 0.603 -1.515  O36 0.964
21 H 2.007 -2.264 1.308  O37 0.964
22 H 3.489 -2.563 1.155  O37 0.964
23 H 0.357 -4.255 -0.660  O38 0.964
24 H 0.365 -2.974 -1.477  O38 0.964
25 H -4.014 2.434 -0.335  O39 0.964
26 H -4.060 2.394 1.183  O39 0.964
27 O 0.758 0.162 -0.539  H1 0.964, H2 0.964
28 O 1.316 -0.506 3.135  H3 0.964, H4 0.964
29 O 3.551 1.301 -1.342  H5 0.964, H6 0.964
30 O -1.080 4.299 1.263  H7 0.964, H8 0.964
31 O -1.245 -2.453 0.353  H9 0.964, H10 0.964
32 O -4.721 -1.486 -1.284  H11 0.964, H12 0.964
33 O -1.502 1.448 0.508  H13 0.964, H14 0.964
34 O 4.666 2.207 -3.088  H15 0.964, H16 0.964
35 O 2.966 -0.239 1.936  H17 0.964, H18 0.964
36 O -3.041 -0.340 -1.687  H19 0.964, H20 0.964
37 O 2.617 -2.951 1.018  H21 0.964, H22 0.964
38 O -0.150 -3.774 -1.323  H23 0.964, H24 0.964
39 O -3.445 2.393 0.441  H25 0.964, H26 0.964